Entry from OMol25: C23H43BiCl3N3O4Si as an isolated structure in a non-equilibrium geometry (wB97M-V/def2-TZVPD).

Cartesian coordinates (Å):
C: 2.56133 -2.62726 -1.38671
C: 2.26329 -1.66902 -2.47840
H: 1.93991 -3.53341 -1.41770
H: 2.38379 -2.15964 -0.39618
H: 3.61356 -2.94933 -1.42829
C: 2.52138 -2.03406 -3.75261
C: 2.85357 -3.42219 -4.17076
H: 2.59717 -1.28329 -4.53969
H: 2.21968 -4.16359 -3.66344
H: 3.90390 -3.65977 -3.95013
H: 2.70965 -3.53491 -5.25148
Bi: 0.93352 0.83853 1.10778
Cl: 2.45232 2.47694 -0.14779
C: -0.19490 3.77024 1.48004
O: -0.66914 2.60646 1.63532
N: -0.97829 4.79519 1.15138
C: -2.40779 4.56355 0.97853
C: -0.38689 6.08754 0.82791
H: 0.87146 3.98388 1.59798
H: -2.81553 4.07591 1.87177
H: -2.59530 3.91776 0.10837
H: -2.88560 5.53263 0.83028
H: 0.46513 6.26748 1.49676
H: -1.13864 6.87039 0.96586
H: -0.02411 6.12011 -0.21305
H: -2.73715 1.59323 5.36672
H: -0.58279 1.71933 6.88576
C: -2.48011 0.53880 5.19622
C: -0.45132 0.65871 6.63794
N: -1.04564 0.33643 5.35158
H: -2.77454 0.23541 4.18999
C: -0.26802 -0.06057 4.33175
O: -0.68445 -0.20156 3.15612
H: 0.61612 0.43594 6.58827
H: 0.78780 -0.23005 4.60667
H: -3.02057 -0.05960 5.94049
H: -0.90481 0.07069 7.44365
H: 0.47538 -4.51263 3.80537
H: 0.60935 -4.77382 0.47271
C: -0.44531 -4.91966 3.36729
C: -0.34589 -5.13025 0.88784
N: -0.72585 -4.36566 2.05894
H: -1.27087 -4.68631 4.04805
C: -1.21494 -3.12238 1.87571
O: -1.54412 -2.69340 0.76091
H: -1.11358 -5.00688 0.11622
H: -1.26048 -2.50305 2.79612
H: -0.33890 -6.00216 3.25710
H: -0.24405 -6.17453 1.19340
O: 0.79304 -0.15037 -1.13976
C: 1.83668 -0.23002 -2.15959
C: 0.64715 0.05251 -4.40018
C: 1.47628 0.56779 -3.39785
H: 0.23325 -0.94826 -4.30132
C: 0.42080 0.79546 -5.56723
H: 2.72037 0.22306 -1.69072
C: 2.01940 1.84632 -3.53361
H: -0.21840 0.37236 -6.34501
C: 1.01616 2.04877 -5.72458
C: 1.80437 2.58106 -4.70058
H: 2.59065 2.24114 -2.70030
H: 0.85831 2.61328 -6.64691
H: 2.25819 3.57008 -4.79378
Si: -0.95201 0.03205 -1.33419
Cl: 1.43975 -1.86610 1.28030
C: -1.57075 -1.27225 -2.48769
C: -1.08874 1.78690 -2.00248
C: -2.11423 0.10016 0.13987
H: -1.78152 -0.85156 -3.48059
H: -2.52620 -1.61597 -2.06567
H: -0.91787 -2.14636 -2.59299
H: -2.17949 -0.86700 0.65159
H: -3.11006 0.33434 -0.26982
H: -1.90431 0.86349 0.89395
H: -1.09353 1.82829 -3.10001
H: -0.23695 2.38955 -1.66016
H: -2.00832 2.26983 -1.63879
Cl: 2.35927 1.41529 3.17748

Properties
Highest occupied orbital energy: -8.196 eV
DFT total energy: -88497.4133 eV
Energy relative to the best compared isomer or geometry (same formula, charge and spin): 0.00 kcal/mol
Frontier orbital gap: 8.53 eV

The computed Löwdin charges, all in e, follow: C -0.115; C -0.224; H 0.078; H -0.109; H 0.093; C -0.130; C -0.099; H 0.106; H 0.076; H 0.082; H 0.071; Bi 1.280; Cl -0.044; C -0.325; O -0.242; N -0.167; C -0.016; C -0.031; H 0.100; H 0.099; H 0.089; H 0.087; H 0.097; H 0.088; H 0.101; H 0.093; H 0.093; C -0.030; C -0.048; N -0.183; H 0.087; C -0.341; O -0.175; H 0.089; H 0.094; H 0.091; H 0.089; H 0.088; H 0.078; C -0.056; C -0.048; N -0.203; H 0.086; C -0.391; O -0.076; H 0.089; H 0.121; H 0.081; H 0.080; O -0.468; C -0.268; C -0.084; C -0.211; H 0.099; C -0.072; H 0.114; C -0.048; H 0.105; C -0.092; C -0.073; H 0.045; H 0.100; H 0.103; Si 0.422; Cl 0.064; C -0.145; C -0.148; C -0.189; H 0.034; H 0.041; H 0.048; H 0.007; H 0.058; H -0.013; H 0.034; H 0.017; H 0.023; Cl -0.157


Entry from OMol25: C23H43BrCl18NOP2S as an isolated structure in a non-equilibrium geometry (wB97M-V/def2-TZVPD).

Cartesian coordinates (Å):
O: 0.86960 -2.29748 0.98606
P: 0.51872 -1.09701 -0.05071
Br: -1.51138 -0.41973 0.59533
C: 1.47277 0.39039 0.52028
C: 2.28440 1.08695 -0.34809
C: 2.96878 2.20300 0.08201
C: 2.81436 2.62671 1.37448
N: 2.03478 1.93430 2.21802
P: 1.83740 2.47366 3.91509
S: 2.44529 4.25844 4.21817
C: 1.36981 0.83706 1.81051
H: 1.76268 -2.24453 1.36197
H: 2.39498 0.74891 -1.36659
H: 3.62282 2.73003 -0.58639
H: 3.31713 3.50909 1.73308
H: 0.45495 2.33668 4.09204
H: 2.49067 1.48013 4.65675
H: 0.73730 0.32116 2.51869
Cl: 0.15146 -6.24557 -1.43737
C: -1.45078 -5.52484 -1.11752
C: -1.61265 -5.11089 0.32078
Cl: -1.68743 -6.51485 1.41612
H: -2.20763 -6.24804 -1.40805
H: -1.53978 -4.65448 -1.76553
H: -2.54709 -4.56451 0.43942
H: -0.79553 -4.47251 0.64800
Cl: -2.56442 1.49660 -2.55279
C: -4.14019 2.30451 -2.31381
C: -4.34988 2.72470 -0.88306
Cl: -4.55110 1.32458 0.21259
H: -4.91974 1.62601 -2.64944
H: -4.14699 3.18060 -2.95857
H: -5.25520 3.32523 -0.80475
H: -3.52235 3.30367 -0.50768
Cl: -2.55900 -11.37086 -0.14786
C: -2.00029 -10.38912 -1.52447
C: -2.77405 -9.10371 -1.65494
Cl: -4.46515 -9.37559 -2.14714
H: -2.08077 -10.99358 -2.42408
H: -0.94943 -10.16373 -1.34996
H: -2.31702 -8.47984 -2.42282
H: -2.78225 -8.55193 -0.71731
Cl: 0.01059 6.27470 -0.58360
C: -1.35060 7.38719 -0.89052
C: -2.67405 6.75314 -0.55719
Cl: -3.08204 5.43205 -1.68932
H: -1.30395 7.69353 -1.93162
H: -1.19433 8.26269 -0.26319
H: -3.47026 7.49101 -0.63208
H: -2.67779 6.34358 0.44972
Cl: -9.11377 3.35969 0.13835
C: -8.27884 1.82858 0.51249
C: -8.65919 1.28331 1.86329
Cl: -8.04161 2.29805 3.19233
H: -7.21027 2.00537 0.44470
H: -8.55994 1.11770 -0.26311
H: -8.22623 0.29272 1.99155
H: -9.73767 1.20657 1.97213
Cl: 3.31181 0.09320 2.94259
C: 4.64938 -0.77851 2.12447
C: 4.66949 -0.50339 0.64449
Cl: 3.26787 -1.24045 -0.18790
H: 4.53969 -1.83988 2.33620
H: 5.57051 -0.42830 2.58032
H: 5.56443 -0.93200 0.19874
H: 4.66128 0.56345 0.43822
Cl: 7.22377 1.46128 1.43172
C: 8.11382 1.73684 -0.09872
C: 7.60439 3.00047 -0.73292
Cl: 5.94799 2.71443 -1.33977
H: 7.98798 0.88264 -0.75874
H: 9.16704 1.81977 0.16061
H: 8.20560 3.29747 -1.58946
H: 7.59623 3.81783 -0.01743
Cl: 2.08592 4.59041 -4.07047
C: 0.34812 4.21054 -3.92507
C: -0.50193 4.99238 -4.89245
Cl: -0.54953 6.73027 -4.49892
H: 0.04963 4.40450 -2.89719
H: 0.23794 3.14607 -4.12629
H: -1.52675 4.62778 -4.84167
H: -0.15054 4.89300 -5.91592
Cl: 2.57018 -3.02642 3.94985
C: 1.75820 -4.37502 3.10577
C: 2.72523 -5.47445 2.75862
Cl: 3.88937 -4.95918 1.50775
H: 1.27728 -3.97352 2.21809
H: 0.98702 -4.75293 3.77414
H: 2.18130 -6.32802 2.35850
H: 3.28940 -5.79974 3.62845

Properties
Highest occupied orbital energy: -11.884 eV
DFT total energy: -352940.1623 eV
Net charge: +1
Frontier orbital gap: 7.93 eV

The computed Löwdin charges, all in e, follow: O -0.443; P 0.537; Br 0.331; C -0.542; C -0.152; C -0.050; C -0.093; N -0.369; P 0.385; S 0.265; C -0.308; H -0.022; H 0.112; H 0.045; H 0.099; H 0.008; H -0.039; H 0.106; Cl 0.539; C -0.651; C -0.657; Cl 0.554; H 0.048; H 0.075; H 0.077; H 0.037; Cl 0.520; C -0.660; C -0.693; Cl 0.529; H 0.074; H 0.044; H 0.074; H 0.000; Cl 0.544; C -0.662; C -0.692; Cl 0.549; H 0.070; H 0.071; H 0.062; H 0.037; Cl 0.540; C -0.651; C -0.612; Cl 0.632; H 0.029; H 0.079; H 0.080; H 0.073; Cl 0.537; C -0.680; C -0.661; Cl 0.535; H 0.003; H 0.075; H 0.072; H 0.070; Cl 0.792; C -0.521; C -0.539; Cl 0.776; H 0.033; H 0.050; H 0.090; H 0.017; Cl 0.607; C -0.618; C -0.622; Cl 0.608; H 0.073; H 0.081; H 0.082; H 0.074; Cl 0.530; C -0.680; C -0.645; Cl 0.562; H 0.024; H 0.065; H 0.067; H 0.072; Cl 0.588; C -0.634; C -0.630; Cl 0.551; H 0.027; H 0.085; H 0.079; H 0.073


Entry from OMol25: C23H43Cl3N3O4SiY as an isolated structure in a non-equilibrium geometry (wB97M-V/def2-TZVPD).

Cartesian coordinates (Å):
C: 3.35721 -2.19064 -1.99202
C: 2.72056 -1.52945 -3.16934
H: 3.03993 -3.23340 -1.88683
H: 3.11947 -1.63773 -1.07342
H: 4.45036 -2.21112 -2.14185
C: 2.76404 -2.11908 -4.38593
C: 3.24120 -3.51133 -4.62290
H: 2.52743 -1.55465 -5.28247
H: 2.73710 -4.27482 -3.99523
H: 4.32483 -3.61621 -4.49069
H: 3.06757 -3.75307 -5.68229
Y: 0.65622 0.29868 2.21828
Cl: 2.28645 1.65597 0.84079
C: -0.47808 3.33017 1.54598
O: -0.81099 2.12312 1.78224
N: -1.31700 4.26762 1.11360
C: -2.73816 3.96494 0.90356
C: -0.82423 5.56540 0.64540
H: 0.55601 3.66876 1.67003
H: -3.13066 3.41520 1.77613
H: -2.88712 3.35219 -0.00772
H: -3.25246 4.93193 0.78671
H: -0.05985 5.92815 1.34685
H: -1.66550 6.26801 0.61772
H: -0.35990 5.49478 -0.35862
H: -2.87282 1.78942 5.80602
H: -0.99227 1.77868 8.14123
C: -2.47594 0.76300 5.82272
C: -0.81536 0.78507 7.68835
N: -1.08536 0.75930 6.25251
H: -2.53542 0.33743 4.81894
C: -0.11151 0.89479 5.36818
O: -0.31735 0.99426 4.11515
H: 0.23748 0.51548 7.86383
H: 0.89703 0.89054 5.76144
H: -3.06224 0.16947 6.53426
H: -1.47817 0.09466 8.22941
H: -0.26895 -5.53610 4.16928
H: -0.20499 -3.68260 0.77448
C: -1.15049 -5.14999 3.65209
C: -0.97256 -4.21210 1.35363
N: -0.87155 -3.98716 2.80045
H: -1.87037 -4.86635 4.43393
C: -0.55377 -2.78806 3.28389
O: -0.44138 -1.75618 2.55061
H: -1.94380 -3.82717 1.00516
H: -0.32781 -2.72040 4.36499
H: -1.58010 -5.95546 3.03137
H: -0.94733 -5.31024 1.18923
O: 1.33638 -0.13507 -1.73717
C: 2.19169 -0.13554 -2.89807
C: 0.81401 0.09046 -5.05921
C: 1.66333 0.65252 -4.09998
H: 0.53705 -0.96657 -4.99175
C: 0.39683 0.86489 -6.15903
H: 3.06795 0.41350 -2.52677
C: 2.11337 1.96785 -4.26613
H: -0.26938 0.41500 -6.90175
C: 0.82838 2.17734 -6.30849
C: 1.69774 2.73189 -5.36112
H: 2.84724 2.36289 -3.55548
H: 0.50510 2.78055 -7.15851
H: 2.06039 3.75474 -5.47928
Si: -0.42870 -0.42040 -1.52519
Cl: 0.02367 -2.58312 -1.41451
C: -1.52789 -0.90077 -3.01398
C: -0.56941 1.55032 -1.62243
C: -1.80098 -0.32342 -0.16041
H: -1.47364 -0.20237 -3.84313
H: -2.57935 -0.95086 -2.71460
H: -1.28054 -1.88186 -3.42707
H: -2.75329 0.00047 -0.63604
H: -1.61207 0.40625 0.65798
H: -2.03389 -1.30960 0.30485
H: -0.42135 1.84961 -2.66661
H: 0.24060 1.98628 -1.03139
H: -1.51395 1.99946 -1.28544
Cl: 2.36133 -0.80811 3.71157

Properties
Highest occupied orbital energy: -6.913 eV
DFT total energy: -83702.9647 eV
Energy relative to the best compared isomer or geometry (same formula, charge and spin): 53.47 kcal/mol
Frontier orbital gap: 6.66 eV

The computed Löwdin charges, all in e, follow: C -0.081; C -0.259; H 0.064; H 0.073; H 0.090; C -0.127; C -0.113; H 0.090; H 0.081; H 0.073; H 0.066; Y 1.017; Cl -0.059; C -0.288; O -0.193; N -0.162; C -0.018; C -0.029; H 0.110; H 0.097; H 0.095; H 0.086; H 0.094; H 0.086; H 0.107; H 0.108; H 0.102; C -0.013; C -0.030; N -0.165; H 0.095; C -0.247; O -0.194; H 0.099; H 0.129; H 0.095; H 0.094; H 0.092; H 0.004; C -0.036; C -0.049; N -0.157; H 0.091; C -0.260; O -0.195; H 0.099; H 0.150; H 0.093; H 0.097; O -0.337; C -0.293; C -0.067; C -0.166; H 0.111; C -0.080; H 0.141; C -0.034; H 0.103; C -0.107; C -0.091; H 0.117; H 0.095; H 0.096; Si 0.071; Cl 0.326; C -0.247; C -0.190; C -0.237; H 0.004; H 0.021; H -0.015; H 0.042; H -0.024; H -0.001; H 0.014; H -0.030; H -0.004; Cl -0.121